Record 1
The following is a DFT calculation (ωB97M-V with the def2-TZVPD basis set) of a 3-piece molecular cluster, C25H56BrN3O7P2Si overall in a non-equilibrium geometry.

Last column: Mulliken spin population.
Positions of all 95 atoms, in Å:
C (3.78364, 0.75618, 1.90999)  0.00
C (3.23533, 0.31929, 0.56609)  0.00
C (2.05001, 1.16424, 0.14663)  0.00
C (0.80304, 0.82377, 1.00555)  0.00
Si (-0.67720, 0.20124, 0.01558)  0.00
C (-1.69200, -0.87537, 1.23058)  0.00
C (-3.19655, -0.97722, 1.07464)  0.00
C (-3.97880, 0.19203, 1.66235)  0.00
Br (-3.76200, -1.27495, -0.76452)  0.00
P (-1.64462, 2.07262, -0.74158)  0.00
N (-0.44256, 2.92323, -1.20608)  0.00
O (-2.66097, 1.83449, -1.95286)  0.00
O (-2.43324, 2.84227, 0.44861)  0.00
P (0.11566, -0.96519, -1.75132)  0.00
O (0.52207, -0.09334, -2.81529)  0.00
O (1.34693, -1.85804, -1.22160)  0.00
O (-0.94047, -2.01780, -2.32991)  0.00
H (4.72839, 0.27690, 2.11772)  0.00
H (3.10841, 0.53078, 2.72496)  0.00
H (3.97852, 1.81838, 1.90819)  0.00
H (2.99555, -0.73708, 0.62337)  0.00
H (4.04282, 0.41099, -0.14657)  0.00
H (2.31647, 2.18608, 0.36452)  0.00
H (1.85971, 1.12592, -0.91534)  0.00
H (0.46269, 1.74382, 1.46070)  0.00
H (1.05906, 0.09973, 1.76671)  0.00
H (-1.26028, -1.86909, 1.22361)  0.00
H (-1.51123, -0.48159, 2.22212)  0.00
H (-3.51393, -1.85339, 1.60965)  0.00
H (-4.92746, -0.19337, 1.99997)  0.00
H (-4.20677, 0.91127, 0.89192)  0.00
H (-3.46994, 0.63688, 2.50287)  0.00
H (-0.50000, 3.13577, -2.19639)  0.00
H (-3.58213, 1.71182, -1.66717)  0.00
H (-2.08383, 2.55045, 1.30816)  0.00
H (1.12807, -2.20944, -0.33952)  0.00
H (-1.21684, -2.68910, -1.68581)  0.00
C (7.15793, 5.17299, 0.57607)  0.01
C (6.52343, 5.26865, 1.97699)  0.02
C (6.95756, 6.57136, 2.64310)  0.03
C (8.43756, 6.56964, 3.02218)  -0.02
C (8.78156, 5.35856, 3.89114)  0.02
C (8.28177, 4.01567, 3.34939)  0.01
N (6.88357, 4.09622, 2.82959)  0.35
O (6.04700, 3.99656, 3.80481)  0.57
C (9.22525, 3.49196, 2.24813)  0.02
C (8.36947, 2.97922, 4.46409)  -0.01
C (5.02011, 5.28249, 1.72735)  -0.02
H (6.68699, 5.89639, -0.08865)  0.00
H (8.21981, 5.40192, 0.55382)  0.00
H (7.01090, 4.18110, 0.14720)  -0.01
H (6.35971, 6.73853, 3.54445)  0.00
H (6.74498, 7.40654, 1.97308)  0.00
H (9.06636, 6.58900, 2.12840)  0.00
H (8.67126, 7.48318, 3.57209)  0.00
H (9.86259, 5.30249, 4.03073)  0.00
H (8.35162, 5.52079, 4.88452)  0.00
H (8.82871, 2.57510, 1.81072)  -0.01
H (10.20156, 3.25846, 2.67258)  0.00
H (9.40705, 4.19989, 1.44383)  0.00
H (7.84033, 3.29540, 5.36048)  0.00
H (9.41389, 2.83073, 4.73547)  0.00
H (7.96008, 2.02012, 4.14521)  0.00
H (4.69758, 4.35374, 1.25365)  0.01
H (4.77041, 6.10551, 1.05956)  0.00
H (4.44730, 5.41726, 2.64220)  0.00
C (-6.81967, -4.24395, -4.81201)  0.02
C (-6.87065, -4.06127, -3.28267)  0.02
C (-5.59551, -4.62774, -2.66409)  0.03
C (-5.53353, -6.15249, -2.74778)  -0.02
C (-6.78275, -6.78959, -2.13431)  0.02
C (-8.11037, -6.19901, -2.62043)  0.02
N (-8.07694, -4.70750, -2.68740)  0.36
O (-8.30452, -4.21022, -1.52031)  0.56
C (-8.48931, -6.78174, -3.99664)  0.02
C (-9.22045, -6.65957, -1.68234)  -0.01
C (-6.93072, -2.55530, -3.06886)  -0.01
H (-6.07915, -3.56696, -5.23671)  0.00
H (-6.52288, -5.23956, -5.12974)  0.00
H (-7.78370, -4.01136, -5.26572)  -0.01
H (-5.53311, -4.32556, -1.61351)  0.00
H (-4.72770, -4.19034, -3.16232)  0.00
H (-5.40853, -6.47870, -3.78332)  0.00
H (-4.65040, -6.50855, -2.21365)  0.00
H (-6.78110, -7.86311, -2.33098)  0.00
H (-6.72259, -6.67637, -1.04723)  0.00
H (-9.39347, -6.30505, -4.37645)  -0.01
H (-8.69271, -7.84870, -3.90740)  0.00
H (-7.71262, -6.68437, -4.75059)  0.00
H (-9.00658, -6.41698, -0.64364)  0.00
H (-9.32337, -7.74174, -1.75143)  0.00
H (-10.17634, -6.20824, -1.94936)  0.00
H (-7.83797, -2.13457, -3.50510)  0.00
H (-6.07604, -2.08301, -3.55252)  0.00
H (-6.89924, -2.28100, -2.01631)  0.00

## Properties
HOMO energy (alpha / beta) (eV): -8.400 / -8.545
Largest force on an atom (eV Å⁻¹): 2.13
⟨S²⟩: 2.008
2S+1: 3



Record 2
The following is a DFT calculation (ωB97M-V with the def2-TZVPD basis set) of C25H57N17O33S as an isolated structure in a non-equilibrium geometry.

Last column: Mulliken charge in e.
Positions of all 133 atoms, in Å:
C (1.70542, -2.13847, -2.60401)  -1.07
C (1.10054, -0.78444, -3.06715)  -0.12
O (0.14840, -0.32489, -2.11807)  -0.29
C (-0.69999, 0.70170, -2.65553)  -0.58
C (-2.15767, 0.57356, -2.17976)  -0.56
O (-3.03237, -0.06038, -3.15884)  -0.60
C (-2.52820, -1.33048, -3.37337)  0.71
C (-1.96725, -1.60815, -4.60606)  -0.38
O (-1.93753, -0.60919, -5.55717)  -0.50
C (-1.39271, -2.92608, -4.83799)  -0.38
C (-1.38122, -3.92286, -3.89571)  -0.67
C (-1.96602, -3.64592, -2.61277)  0.81
N (-2.04316, -4.48278, -1.55059)  -0.73
S (-2.76554, -3.60430, -0.38601)  0.15
N (-3.06647, -2.17856, -1.10549)  -0.66
C (-2.55092, -2.33730, -2.33600)  0.91
H (1.20724, -2.46461, -1.67370)  0.23
H (1.59481, -2.94298, -3.35450)  0.23
H (2.78505, -2.04311, -2.39555)  0.29
H (1.91830, -0.03623, -3.13715)  0.38
H (0.69460, -0.91502, -4.08878)  0.22
H (-0.32339, 1.65359, -2.23051)  0.59
H (-0.62454, 0.80731, -3.75259)  0.39
H (-2.24912, 0.12741, -1.17513)  0.31
H (-2.55427, 1.61861, -2.08133)  0.21
H (-2.73368, -0.66798, -6.10221)  0.36
H (-0.91916, -3.09660, -5.83784)  0.27
H (-0.89911, -4.86538, -4.16820)  0.44
C (-2.23111, 4.15878, 0.70866)  -0.88
N (-1.57314, 3.20080, -0.22027)  1.03
O (-0.91116, 2.29964, 0.26105)  -0.46
O (-1.73309, 3.37014, -1.41319)  -0.60
H (-1.99393, 3.87326, 1.72418)  0.41
H (-1.84815, 5.14432, 0.48549)  0.35
H (-3.29863, 4.10188, 0.53093)  0.19
C (1.95900, 0.96711, 1.22833)  -0.73
N (3.31521, 1.36703, 1.68476)  1.09
O (3.42715, 1.77306, 2.82480)  -0.58
O (4.21690, 1.25796, 0.88074)  -0.59
H (1.25814, 1.11582, 2.04286)  0.29
H (1.69891, 1.59158, 0.37816)  0.35
H (2.00681, -0.08133, 0.94499)  0.18
C (-0.74007, -5.18732, -9.44070)  -0.64
N (-0.48698, -4.28942, -8.28184)  0.91
O (-0.99498, -3.18077, -8.30286)  -0.50
O (0.21536, -4.73641, -7.39418)  -0.52
H (-1.37299, -4.66874, -10.15032)  0.22
H (0.22227, -5.42810, -9.88460)  0.28
H (-1.23168, -6.08031, -9.06145)  0.26
C (-6.37095, -4.31361, 1.47471)  -0.69
N (-5.66193, -3.75786, 2.65926)  0.86
O (-4.81591, -2.90787, 2.45903)  -0.47
O (-5.97907, -4.19362, 3.74452)  -0.54
H (-5.98477, -3.83287, 0.58179)  0.26
H (-6.18074, -5.38325, 1.45225)  0.28
H (-7.42993, -4.10512, 1.60076)  0.30
C (6.65459, -1.81297, 0.99849)  -0.24
N (6.12615, -2.31398, -0.29820)  1.00
O (6.76985, -2.07924, -1.30136)  -0.57
O (5.07601, -2.92851, -0.26530)  -0.57
H (7.58349, -1.29310, 0.81804)  0.12
H (5.91029, -1.14277, 1.41647)  0.12
H (6.81363, -2.67431, 1.64231)  0.24
C (-1.56360, -1.07952, -12.40658)  -0.73
N (-1.54649, -2.51475, -12.01664)  0.90
O (-0.92466, -3.28320, -12.72220)  -0.53
O (-2.15874, -2.81693, -11.01356)  -0.51
H (-0.98009, -0.95952, -13.31296)  0.31
H (-2.59999, -0.79826, -12.57225)  0.28
H (-1.12887, -0.51339, -11.58710)  0.28
C (2.48324, -2.08916, 3.59024)  -0.97
N (3.92921, -2.06603, 3.24104)  0.92
O (4.60512, -3.01781, 3.56757)  -0.57
O (4.33347, -1.08359, 2.64816)  -0.52
H (2.26532, -3.01240, 4.11054)  0.42
H (2.29030, -1.23086, 4.22608)  0.33
H (1.92136, -2.02649, 2.66274)  0.33
C (0.14039, 7.05970, 3.83037)  -0.63
N (-0.36256, 6.52923, 2.53531)  0.91
O (0.29031, 6.75767, 1.53724)  -0.56
O (-1.40043, 5.89666, 2.56442)  -0.52
H (1.06608, 7.59530, 3.65059)  0.32
H (-0.62053, 7.72474, 4.22935)  0.32
H (0.30600, 6.21471, 4.48394)  0.15
C (9.05257, 2.26455, 0.18598)  -0.75
N (9.11539, 0.82448, 0.55184)  0.88
O (9.75686, 0.08819, -0.16681)  -0.51
O (8.51313, 0.48709, 1.55169)  -0.53
H (9.62974, 2.41758, -0.71956)  0.31
H (8.00695, 2.51561, 0.02714)  0.28
H (9.47134, 2.83047, 1.01366)  0.29
C (-4.84059, 0.08127, 3.87058)  -0.50
N (-5.29608, 1.46054, 3.54668)  0.94
O (-4.50360, 2.36736, 3.70709)  -0.53
O (-6.43383, 1.58136, 3.14199)  -0.56
H (-3.81348, 0.12658, 4.21603)  0.13
H (-5.49359, -0.30609, 4.64825)  0.30
H (-4.91592, -0.51140, 2.96362)  0.23
C (-0.79336, -0.59933, 6.15231)  -0.75
N (-0.16580, -1.54647, 5.19173)  0.83
O (0.49547, -2.45633, 5.65110)  -0.52
O (-0.36104, -1.33987, 4.01159)  -0.42
H (-0.53498, -0.90557, 7.16033)  0.32
H (-0.40360, 0.39216, 5.93579)  0.33
H (-1.86796, -0.64155, 5.99772)  0.21
C (-0.79862, -7.85339, -4.80830)  -0.70
N (-1.34753, -8.34205, -6.10314)  0.91
O (-0.69955, -8.12427, -7.10701)  -0.52
O (-2.41033, -8.92566, -6.06146)  -0.54
H (0.14697, -7.35486, -4.99581)  0.30
H (-1.52432, -7.16212, -4.38773)  0.24
H (-0.65835, -8.71675, -4.16374)  0.33
C (0.72343, 5.38721, 8.28424)  -0.75
N (0.93272, 5.91214, 6.90859)  0.89
O (1.36138, 5.14100, 6.07272)  -0.54
O (0.65876, 7.08136, 6.71872)  -0.51
H (1.00706, 4.34120, 8.30521)  0.30
H (1.34811, 5.96924, 8.95530)  0.29
H (-0.32991, 5.50749, 8.52376)  0.30
C (4.96826, 4.34689, 9.85862)  -0.70
N (3.73240, 3.60987, 10.23912)  0.85
O (2.72242, 4.26248, 10.43254)  -0.52
O (3.81911, 2.40653, 10.32973)  -0.51
H (4.74183, 5.40688, 9.81671)  0.30
H (5.71830, 4.14060, 10.61716)  0.29
H (5.28179, 3.97831, 8.88551)  0.29
C (-6.32709, 5.85199, 0.27059)  -0.76
N (-4.97749, 6.27087, 0.73673)  0.91
O (-4.88000, 6.69070, 1.87010)  -0.52
O (-4.06383, 6.16022, -0.05745)  -0.50
H (-7.03551, 6.00490, 1.07752)  0.30
H (-6.58038, 6.46526, -0.58993)  0.30
H (-6.26864, 4.80081, 0.00028)  0.29

## Properties
HOMO energy (eV): -8.304
Largest force on an atom (eV Å⁻¹): 1.77